No. 1
Here is a molecular structure, C21H24F3NO4P2STm at a distorted geometry from the Open Molecules 2025 dataset. Energies are from ωB97M-V with the def2-TZVPD basis set.

Element x y z (Å)
1 Tm 0.1316 0.2425 -0.0824
2 S 0.7978 2.8568 1.2740
3 P 0.1913 -2.3693 -0.2540
4 P -2.3450 0.6858 -0.5779
5 F 1.4944 2.0713 3.8459
6 F 2.6179 0.9894 2.2937
7 F 3.1173 3.0779 2.7730
8 O -0.5829 -0.2676 3.0833
9 O 1.2102 4.2324 1.0634
10 O -0.4993 2.6785 1.8958
11 O 0.9569 2.0608 0.0181
12 N 0.5649 0.3703 -2.1203
13 C -1.3293 -3.2558 -0.1264
14 C 2.7746 0.6275 -2.9556
15 C 0.7761 -2.5052 -1.9894
16 C 3.1486 -2.1529 -2.8320
17 C 0.6421 3.5160 -3.9529
18 C 1.0629 2.4054 -3.2228
19 C -0.7150 3.7722 -4.1530
20 C 0.1072 1.5278 -2.7188
21 C 1.7766 -0.2064 -2.4532
22 C 4.1660 -1.3276 -3.3288
23 C -1.2800 1.7478 -2.9403
24 C -3.7025 -0.3341 -0.0837
25 C 3.9669 0.0541 -3.4015
26 C -2.7201 2.3649 -0.0673
27 C 1.9386 -1.6169 -2.4100
28 C -2.3134 0.7534 -2.4270
29 C 2.5080 2.1069 -2.9127
30 C -1.6675 2.8843 -3.6395
31 C 2.1048 2.2031 2.6515
32 C 1.3986 -3.0611 0.8318
33 C -0.3669 -0.1685 1.9449
34 H 1.3944 4.1969 -4.3629
35 H 5.1062 -1.7729 -3.6641
36 H -2.0836 -0.2653 -2.7856
37 H 1.0372 -3.5604 -2.0842
38 H -2.9283 2.3747 1.0102
39 H -3.3210 1.0323 -2.7579
40 H 2.7149 2.4630 -1.8777
41 H -3.5970 2.7124 -0.6212
42 H -4.6272 0.1817 -0.3555
43 H -1.0560 -4.3075 -0.2193
44 H -1.8066 -3.0694 0.8430
45 H -1.0419 4.6522 -4.7119
46 H -0.1057 -2.2859 -2.6159
47 H -2.7327 3.0639 -3.7986
48 H -2.0221 -2.9687 -0.9252
49 H -1.8781 3.0464 -0.2524
50 H -3.6719 -0.4914 1.0026
51 H -3.6614 -1.3124 -0.5755
52 H 3.2856 -3.2341 -2.7917
53 H 3.1803 2.6600 -3.5793
54 H 1.5013 -4.1043 0.5286
55 H 2.3575 -2.5349 0.7468
56 H 1.0525 -2.9947 1.8718
57 H 4.7555 0.6994 -3.8009

The net charge is +1. The expectation value of S² is 2.0031. For the total energy, the calculation gives -98936.151 eV. Its HOMO-LUMO gap (alpha / beta) is 5.182 / 5.268 eV. The HOMO energy (alpha / beta) comes out at -10.097 / -10.144 eV. The multiplicity is 3. As for the energy above the lowest of the compared OMol25 structures with the same formula, charge and spin: 0.0 kcal/mol.

These are the Mulliken partial charges, in e, on atoms 1 to 8: Tm -0.656; S 1.137; P 0.975; P 1.267; F -0.207; F -0.213; F -0.188; O -0.213

---

No. 2
Here is 2 unconnected molecules or ions with the total composition C14H22BCl3N2O at a distorted geometry from the Open Molecules 2025 dataset. Energies are from ωB97M-V with the def2-TZVPD basis set.

Element x y z (Å)
1 Cl 2.4352 -3.2589 2.4914
2 Cl 2.8604 -1.1461 0.3555
3 Cl 2.2182 -0.2226 3.1938
4 O 0.4605 -1.6224 1.6113
5 N 2.1966 2.1939 -0.7707
6 N 0.3018 0.1809 -1.1869
7 C -2.0105 -2.4898 2.3912
8 C -4.3598 -2.0528 2.7803
9 C -4.1082 -0.6734 2.6809
10 C 0.1924 0.5199 -3.5329
11 C -0.4771 -0.7261 1.6606
12 C 1.6002 2.0808 -2.0733
13 C 1.0833 0.6650 -2.3040
14 C -3.2846 -2.9431 2.6750
15 C -0.7816 -0.6072 -3.1576
16 C -1.7691 -1.1128 2.1386
17 C 1.3820 2.6540 0.3088
18 C -0.6301 -0.8351 -1.6393
19 C 3.6166 2.2462 -0.6561
20 C -2.8317 -0.2028 2.3864
21 B 1.9077 -1.5598 1.9384
22 H -3.4433 -4.0144 2.7827
23 H 4.0119 3.2748 -0.7143
24 H -0.2404 0.2994 1.3682
25 H -0.4998 -1.5202 -3.6867
26 H -5.3822 -2.4269 2.8862
27 H 1.7807 2.2889 1.2655
28 H 1.9976 0.0419 -2.4439
29 H -0.3306 1.4600 -3.7412
30 H -0.2765 -1.8582 -1.4209
31 H 4.0479 1.6604 -1.4799
32 H 0.7645 2.7968 -2.1722
33 H 0.3671 2.2583 0.1621
34 H -1.8036 -0.3572 -3.4357
35 H -4.9398 0.0219 2.8037
36 H -2.6170 0.8661 2.3305
37 H 0.8136 0.2833 -4.3998
38 H -1.1691 -3.1726 2.3274
39 H -1.5903 -0.7270 -1.1194
40 H 0.8911 -0.1070 -0.4081
41 H 1.3231 3.7575 0.3474
42 H 2.3654 2.2828 -2.8406
43 H 3.9275 1.8039 0.2979

The net charge is 0. For the total energy, the calculation gives -58148.700 eV. Its HOMO-LUMO gap is 4.976 eV. The HOMO energy comes out at -7.349 eV.

These are the Mulliken partial charges, in e, on atoms 1 to 8: Cl -0.314; Cl -0.249; Cl -0.302; O -0.539; N 0.549; N 0.168; C -0.390; C -0.358

---

No. 3
Here is 6 unconnected molecules or ions with the total composition C33H72FN6O13S2 at a distorted geometry from the Open Molecules 2025 dataset. Energies are from ωB97M-V with the def2-TZVPD basis set.

Element x y z (Å)
1 S -7.0689 -4.2605 -5.1577
2 S -2.8457 -4.9325 -4.7796
3 F -3.5898 -5.6673 -3.6399
4 O 5.0499 3.6721 1.7846
5 O -4.4029 -1.2217 5.8392
6 O 7.2251 1.8117 2.4452
7 O -1.5241 -5.4341 -4.8741
8 O 0.1899 -6.9566 -2.2669
9 O -3.6650 -5.0929 -5.9235
10 O 1.1934 3.5652 -0.8014
11 O -4.6332 -0.1702 -5.1917
12 O 2.1921 -9.1055 -2.3212
13 O 2.8930 5.8667 -1.4635
14 O 1.8625 6.8470 3.8126
15 O -3.6256 -0.3766 3.1285
16 O 4.1753 7.2815 5.5872
17 N -1.7586 -1.4847 -0.1861
18 N -0.6148 0.6439 -0.2614
19 N -4.8227 -2.7890 -5.7775
20 N -2.8618 0.4414 -0.8839
21 N -2.9044 -0.4917 -3.8194
22 N -2.0037 -1.2977 -3.2227
23 C -5.8322 -3.4078 -5.4752
24 C 3.1699 6.3480 3.5811
25 C -1.7100 -4.4703 -1.6537
26 C -1.5752 -0.2488 -0.9048
27 C -4.9657 0.0184 2.8995
28 C -1.1246 -0.4560 -2.3800
29 C -3.7927 -1.0100 -4.5953
30 C 6.0173 4.6968 1.6286
31 C -3.0671 -4.0334 -1.0768
32 C -2.8851 -3.2085 -4.2994
33 C -3.0801 0.1478 4.3318
34 C 0.0705 4.3460 -1.1674
35 C 2.2207 3.5603 -1.7836
36 C 3.2804 7.5109 6.6602
37 C 7.1988 2.2909 3.7783
38 C -0.6765 -7.7994 -3.0123
39 C 0.7418 -7.5824 -1.1164
40 C 1.7554 8.2503 3.6582
41 C -6.0113 0.0582 -3.1288
42 C -1.9464 -2.6208 -3.3733
43 C -3.8472 -2.4115 -4.8901
44 C 3.9151 6.0878 4.8712
45 C 2.5925 -8.6757 -3.6099
46 C -0.9716 -3.5255 -2.6682
47 C 5.3482 2.4886 1.0650
48 C -4.8476 -2.4538 5.3064
49 C -5.9657 -0.0468 -4.6346
50 C 3.3369 4.5229 -1.4419
51 C 0.3352 -3.0024 -2.0715
52 C 2.6286 6.3895 -0.1722
53 C 5.9584 1.4243 1.9511
54 C 2.1528 -8.0729 -1.3566
55 C -3.0875 -0.8684 5.4516
56 H -0.5331 4.4893 -0.2722
57 H -1.8007 -5.4477 -2.1092
58 H 2.5637 8.7759 4.1714
59 H -0.5355 3.8299 -1.9255
60 H -3.8621 -4.7385 -1.3155
61 H 1.7641 8.5269 2.5975
62 H 0.9149 -2.4283 -2.7949
63 H -0.0894 -0.7422 -2.5034
64 H -2.5207 -1.7586 5.1581
65 H -1.0056 -4.6179 -0.8392
66 H 2.0402 5.6969 0.4343
67 H 4.4045 2.1084 0.6575
68 H 3.3554 5.3791 5.4904
69 H 4.8836 5.6362 4.6322
70 H -2.0457 0.4345 4.1211
71 H -0.8250 1.5996 -0.5342
72 H 2.2410 7.3639 6.3576
73 H -2.5116 -1.3812 0.4896
74 H -3.3920 -3.0386 -1.3772
75 H -3.6172 -0.2179 -1.0369
76 H -5.5071 0.9539 -2.7689
77 H -3.0188 -4.0063 0.0100
78 H 7.0756 1.4638 4.4853
79 H 2.0700 7.3157 -0.2955
80 H 0.7586 -6.8367 -0.3139
81 H -5.6340 -0.8274 -2.6140
82 H -0.9379 -1.6425 0.3896
83 H -5.5816 -0.1072 3.7923
84 H 3.5679 6.6071 0.3470
85 H -2.5966 -0.4278 6.3241
86 H 3.5070 6.8489 7.5030
87 H 0.9388 -3.8887 -1.8741
88 H -6.6155 -0.8446 -4.9972
89 H -2.9291 1.1347 -1.6208
90 H 0.3653 5.3214 -1.5578
91 H 6.1022 0.5152 1.3582
92 H 3.6706 -8.4865 -3.6379
93 H 0.1073 -8.4131 -0.7934
94 H -1.1758 0.5374 -2.8182
95 H 5.8314 5.4381 2.4042
96 H 5.2772 1.1877 2.7755
97 H 6.0184 2.7067 0.2265
98 H 5.9106 5.1760 0.6485
99 H 4.1246 4.4240 -2.1956
100 H -5.3625 -0.6141 2.1051
101 H 6.3960 3.0164 3.9309
102 H -7.0608 0.1589 -2.8489
103 H 0.8039 8.5549 4.0909
104 H -0.8384 -7.3296 -3.9755
105 H 8.1555 2.7734 3.9683
106 H 3.4155 8.5423 6.9807
107 H 1.8094 3.7991 -2.7701
108 H -0.6073 -4.1871 -3.4507
109 H 2.7975 -7.2392 -1.6557
110 H 0.2331 -2.4626 -1.1380
111 H 0.3270 0.4735 -0.6063
112 H -4.6340 -2.5321 4.2369
113 H -0.2511 -8.7935 -3.1570
114 H -1.6435 -7.9002 -2.5012
115 H 2.0603 -7.7722 -3.9186
116 H -3.6245 1.0465 4.6363
117 H 7.0379 4.3248 1.7359
118 H -5.9245 -2.5040 5.4571
119 H 2.5431 -8.4825 -0.4202
120 H 3.7391 7.0356 2.9452
121 H 3.7646 4.2716 -0.4651
122 H 2.6305 2.5450 -1.8222
123 H 2.3613 -9.4795 -4.3059
124 H 3.0644 5.4022 3.0394
125 H -6.3538 0.8706 -5.0693
126 H -5.0118 1.0628 2.5728
127 H -4.3806 -3.2954 5.8292

The net charge is +1. For the total energy, the calculation gives -95319.927 eV. Its HOMO-LUMO gap is 5.809 eV. The HOMO energy comes out at -10.401 eV.

These are the Mulliken partial charges, in e, on atoms 1 to 8: S -0.297; S 1.410; F -0.196; O -0.087; O -0.376; O -0.378; O -0.692; O 0.050